Entry 1:
C29H48BrNOP2Zn as an isolated structure at a distorted geometry, computed with ωB97M-V with the def2-TZVPD basis set.

Calculated values
Energy relative to the best compared isomer or geometry (same formula, charge and spin), kcal per mole: 5.6
Multiplicity: 1
E, hartree: -6299.16771
Gap between HOMO and LUMO, eV: 4.41
Net charge: +2

Each line ends with the Löwdin charge.
Element x y z (Å)
N 4.961 -6.931 -3.508  0.09
C 3.689 -7.147 -3.179  -0.10
C 2.917 -6.162 -2.516  0.03
C 3.483 -4.853 -2.305  -0.19
C 4.838 -4.678 -2.737  0.01
C 5.532 -5.759 -3.288  -0.11
C 2.748 -3.774 -1.701  -0.01
Zn 1.437 -1.053 -0.197  0.87
P -0.460 3.569 -1.787  0.96
C 3.094 -2.435 -1.810  -0.12
C 2.188 -1.556 -2.575  -0.29
C 2.539 -0.643 -3.575  -0.01
C 1.596 -0.015 -4.383  -0.07
C 0.208 -0.357 -4.308  -0.71
C -0.190 -1.205 -3.256  -0.07
C 0.761 -1.731 -2.345  -0.14
Br -0.863 0.076 -5.738  0.90
H 1.753 -4.041 -1.317  0.11
H 4.153 -2.196 -1.594  0.12
H 1.920 -6.404 -2.119  0.12
H 5.298 -3.706 -2.600  0.10
H 3.238 -8.107 -3.450  0.12
H 6.598 -5.619 -3.556  0.13
H 3.638 -0.464 -3.711  0.15
H 0.412 -2.558 -1.715  0.10
H 1.832 0.788 -5.073  0.12
H -1.256 -1.448 -3.092  0.12
P 2.451 0.590 1.248  0.95
C -1.368 2.976 -3.257  -0.44
C -1.578 4.000 -4.386  -0.15
H -2.339 2.656 -2.826  0.08
H -0.830 2.094 -3.630  0.01
H -2.100 3.529 -5.236  0.07
H -2.205 4.850 -4.067  0.08
H -0.645 4.410 -4.790  0.07
C 1.303 3.303 -2.204  -0.42
C 1.931 4.706 -2.369  -0.17
H 1.350 2.690 -3.124  0.06
H 1.745 2.764 -1.351  0.02
H 3.000 4.673 -2.618  0.07
H 1.425 5.310 -3.138  0.07
H 1.840 5.264 -1.424  0.07
C -1.013 2.540 -0.389  -0.45
C -1.902 3.256 0.636  -0.15
H -0.076 2.153 0.073  0.04
H -1.570 1.699 -0.829  0.04
H -1.818 2.791 1.614  0.05
H -1.687 4.316 0.760  0.06
H -2.972 3.203 0.351  0.08
C 1.627 1.241 2.781  -0.35
C 2.560 1.336 4.009  -0.11
H 0.769 0.559 2.975  0.05
H 1.185 2.244 2.560  0.10
H 2.575 0.390 4.569  0.08
H 3.592 1.614 3.734  0.07
H 2.190 2.096 4.713  0.09
C 3.519 1.989 0.606  -0.36
C 4.622 1.657 -0.408  -0.12
H 3.980 2.486 1.476  0.10
H 2.820 2.722 0.177  0.05
H 5.343 0.911 -0.028  0.08
H 4.206 1.320 -1.375  0.07
H 5.194 2.575 -0.624  0.10
C 3.648 -0.715 1.778  -0.43
C 3.062 -1.925 2.521  -0.13
H 4.461 -0.252 2.367  0.10
H 4.114 -1.052 0.833  0.06
H 3.816 -2.720 2.535  0.09
H 2.810 -1.698 3.575  0.09
H 2.183 -2.334 2.006  0.04
C -3.294 -1.415 0.945  -0.12
C -2.520 -1.484 2.275  -0.13
C -1.173 -0.803 1.980  -0.19
O -1.025 -0.673 0.532  -0.25
C -2.342 -0.815 -0.098  -0.15
H -3.585 -2.424 0.631  0.12
H -4.197 -0.809 1.063  0.12
H -2.322 -2.522 2.577  0.12
H -3.030 -0.967 3.093  0.12
H -1.141 0.221 2.434  0.11
H -0.304 -1.376 2.373  0.11
H -2.204 -1.456 -0.974  0.11
H -2.674 0.173 -0.415  0.10

Force components x, y, z for each atom (eV/Å):
N -0.14 -0.69 -0.35
C -0.49 1.15 0.44
C 0.43 0.71 0.38
C 1.80 -2.03 0.35
C -1.00 -0.29 0.26
C 0.16 1.18 0.32
C -0.79 0.03 -0.43
Zn -0.79 1.07 -0.86
P -0.73 2.63 -0.11
C 0.91 -0.23 1.08
C -2.62 0.21 1.02
C 1.69 0.29 0.34
C -1.33 -0.20 0.50
C 1.79 -1.19 1.29
C -0.28 0.60 0.21
C 0.60 0.43 -0.88
Br -0.65 0.32 -0.25
H 0.02 -0.02 -1.01
H -0.50 0.09 -1.28
H 0.43 0.15 -0.41
H 0.18 -0.22 -0.18
H 0.33 0.30 0.23
H -0.80 -0.34 0.10
H -1.22 0.05 -0.06
H -0.01 0.09 -0.04
H 0.47 -0.38 -0.14
H 0.72 0.12 -0.36
P 1.05 -0.22 0.52
C -0.27 -0.44 0.17
C -0.34 0.07 -0.12
H 0.32 0.02 -0.53
H -0.36 -0.03 -0.10
H 0.16 0.07 0.31
H 0.34 -0.35 0.04
H -0.05 -0.13 0.24
C -0.12 -0.10 -0.02
C 0.39 -0.01 0.16
H 0.32 0.19 0.42
H 0.13 0.00 -0.51
H -0.19 -0.13 -0.06
H 0.08 -0.35 0.25
H -0.05 -0.17 -0.31
C 0.44 -0.94 -0.16
C -0.61 -0.03 -0.22
H -0.57 0.00 -0.03
H 0.37 -0.04 0.38
H -0.02 -0.14 0.18
H 0.28 0.03 -0.13
H 0.54 -0.01 0.04
C -0.81 0.05 -0.16
C 0.13 -0.10 0.06
H 0.64 0.57 -0.01
H 0.35 -0.78 -0.14
H 0.16 0.27 -0.30
H -0.40 -0.10 0.18
H 0.07 -0.19 -0.38
C -0.29 0.03 -0.10
C 0.04 -0.17 -0.26
H -0.34 -0.39 0.02
H 0.21 -0.16 0.19
H -0.38 0.30 -0.18
H 0.14 0.00 0.42
H -0.25 -0.34 0.14
C 0.55 0.29 0.15
C 0.34 0.28 0.26
H -0.35 -0.18 -0.19
H -0.08 0.12 0.32
H -0.20 0.09 0.03
H -0.06 -0.08 -0.68
H -0.15 -0.05 0.10
C -0.10 -0.32 -0.06
C 0.74 -0.11 -0.06
C 0.14 0.74 0.29
O 0.29 -0.73 0.43
C 0.29 0.02 0.26
H -0.11 0.29 0.12
H 0.19 -0.15 -0.19
H -0.29 0.29 -0.06
H 0.07 -0.21 -0.21
H -0.08 -0.71 -0.48
H -0.48 0.26 -0.29
H -0.08 0.13 0.15
H 0.06 -0.06 -0.03



Entry 2:
One molecule with the formula C3H8N2O at a distorted geometry, computed with ωB97M-V with the def2-TZVPD basis set.

Calculated values
Energy relative to the best compared isomer or geometry (same formula, charge and spin), kcal per mole: 136.6
Multiplicity: 1
E, hartree: -303.67445
Gap between HOMO and LUMO (spin up / spin down), eV: 9.32 / 7.36
Net charge: 0

Each line ends with the Löwdin charge.
Element x y z (Å)
C 0.777 0.041 0.394  -0.30
C 0.554 1.102 -0.632  -0.11
C -0.423 -0.620 1.126  -0.07
N 1.572 -1.312 0.105  -0.16
N -0.643 1.009 -1.299  0.07
O 2.831 -1.346 -0.066  -0.08
H 1.432 0.242 1.189  0.10
H 1.304 1.806 -0.721  0.08
H 0.000 -1.591 1.557  0.11
H -1.147 -1.089 0.553  0.03
H -0.982 0.065 1.744  0.08
H -1.226 0.278 -0.983  0.06
H 1.022 -1.786 -0.606  0.12
H -0.648 1.434 -2.189  0.08

Force components x, y, z for each atom (eV/Å):
C -0.18 -1.82 0.97
C -0.93 -3.57 2.07
C 1.68 -0.54 0.48
N -0.22 1.19 -1.79
N 1.72 1.34 0.52
O -0.41 0.20 0.16
H 0.83 1.78 1.03
H 0.92 1.56 -0.88
H -0.50 1.84 0.60
H -1.66 -0.55 -2.10
H 0.24 0.02 0.73
H -0.81 -0.50 -0.43
H 0.15 -0.94 -0.42
H -0.83 -0.03 -0.94



Entry 3:
One molecule with the formula C15H12N2O3S2 at a distorted geometry, computed with ωB97M-V with the def2-TZVPD basis set.

Calculated values
Multiplicity: 1
E, hartree: -1710.36722
Gap between HOMO and LUMO, eV: 8.30
Net charge: 0
SMILES string: COc1cccc(C(=O)CSc2nnc(-c3cccs3)o2)c1

Each line ends with the Löwdin charge.
Element x y z (Å)
C 4.182 2.754 -1.325  -0.08
O 4.407 2.326 -0.001  -0.08
C 3.850 1.158 0.405  -0.26
C 4.119 0.775 1.723  0.01
C 3.605 -0.402 2.226  -0.06
C 2.807 -1.219 1.443  -0.07
C 2.525 -0.845 0.133  -0.17
C 1.698 -1.655 -0.789  -0.41
O 1.707 -1.486 -1.985  0.11
C 0.820 -2.740 -0.184  -0.35
S -0.245 -2.116 1.160  1.03
C -1.547 -1.516 0.208  -0.67
N -1.737 -1.655 -1.068  0.05
N -2.898 -1.047 -1.352  0.11
C -3.370 -0.564 -0.240  -0.36
C -4.587 0.153 -0.068  -0.46
C -5.498 0.473 -1.043  -0.10
C -6.597 1.185 -0.533  -0.18
C -6.509 1.395 0.809  -0.41
S -5.082 0.731 1.489  1.07
O -2.543 -0.832 0.809  0.06
C 3.054 0.340 -0.383  0.05
H 3.118 2.926 -1.516  0.10
H 4.569 2.032 -2.051  0.10
H 4.723 3.693 -1.426  0.09
H 4.738 1.420 2.326  0.12
H 3.828 -0.688 3.243  0.11
H 2.425 -2.139 1.856  0.09
H 1.433 -3.526 0.258  0.09
H 0.171 -3.150 -0.957  0.08
H -5.360 0.197 -2.071  0.12
H -7.419 1.526 -1.136  0.10
H -7.204 1.906 1.447  0.06
H 2.815 0.586 -1.406  0.11

Force components x, y, z for each atom (eV/Å):
C -0.04 0.07 -0.22
O 0.05 -0.08 0.30
C -0.08 -0.23 0.16
C -0.01 0.09 -0.18
C 0.09 0.07 0.03
C -0.08 -0.01 -0.37
C 0.53 0.50 0.28
C -0.30 -0.37 -0.15
O 0.02 0.01 0.08
C -0.37 0.14 -0.01
S 0.25 -0.19 0.38
C -0.04 -0.21 -0.83
N 1.33 -0.60 0.78
N -1.58 0.95 0.13
C 0.70 -0.59 -0.96
C -0.70 0.49 0.53
C 0.51 -0.23 0.27
C -0.17 0.14 0.23
C 0.22 -0.10 0.14
S -0.17 -0.02 -0.58
O -0.05 0.05 0.01
C 0.01 0.09 -0.04
H 0.04 -0.02 0.00
H -0.03 0.02 0.03
H -0.06 -0.07 -0.04
H 0.07 0.07 0.08
H 0.03 -0.01 0.09
H -0.03 -0.10 0.06
H -0.05 -0.01 0.03
H 0.18 -0.03 0.02
H 0.04 -0.06 -0.20
H -0.15 0.07 -0.07
H -0.17 0.11 0.10
H 0.01 0.04 -0.08



Entry 4:
A 2-piece molecular cluster, C2HO4S2 overall at a distorted geometry, computed with ωB97M-V with the def2-TZVPD basis set.

Calculated values
Energy relative to the best compared isomer or geometry (same formula, charge and spin), kcal per mole: 97.1
Multiplicity: 1
E, hartree: -1173.99809
Gap between HOMO and LUMO (spin up / spin down), eV: 3.23 / 6.84
Net charge: -1

Each line ends with the Löwdin charge.
Element x y z (Å)
C -0.348 -0.958 -0.092  -0.68
C 0.380 0.190 0.323  -0.06
O -1.706 -0.940 -0.120  0.00
O 0.195 -1.992 -0.441  0.04
O 2.438 0.602 -1.173  -0.35
O 2.674 1.127 1.233  -0.39
S -3.682 1.572 0.208  -0.24
S 1.999 0.360 0.166  0.75
H -1.950 0.038 -0.104  -0.07

Force components x, y, z for each atom (eV/Å):
C -0.91 -1.78 -0.89
C 0.65 0.15 0.87
O 1.01 2.22 0.00
O 0.40 -0.30 0.19
O 1.07 -0.47 -1.01
O -0.59 -1.46 -1.20
S 0.26 0.01 0.01
S -1.19 2.70 1.76
H -0.71 -1.07 0.28



> multiplicity of number 1 (C29H48BrNOP2Zn)?

1



> Among the records above, which one has the lowest E?

C29H48BrNOP2Zn